# 1
Here is a 6-piece molecular cluster, C12H45F2N9O7P2S2 overall in a non-equilibrium geometry from OMol25. Energies are from ωB97M-V with the def2-TZVPD basis set.

CARTESIAN COORDINATES (ANGSTROEM)
N  2.4640  0.0025  0.0695
H  2.1567  -0.0695  1.0289
H  3.4517  -0.2053  0.1062
H  2.3976  0.8647  -0.4524
H  1.8843  -0.6865  -0.3880
N  5.6871  -2.4153  5.0367
H  4.6911  -2.3126  5.1691
H  6.1593  -2.2347  4.1624
H  5.9404  -3.2577  5.5330
H  6.0810  -1.6903  5.6192
N  7.6455  -1.2266  0.3715
S  8.5573  0.1069  0.0824
O  7.8326  1.1862  -0.5555
O  9.9956  -0.0437  -0.2215
F  8.6564  0.7069  1.5173
S  8.1699  -2.0004  -0.8573
O  9.3867  -2.8478  -0.7779
O  7.6809  -1.4407  -2.1202
F  7.0658  -3.1823  -0.9235
O  0.9305  -0.1614  4.5339
H  0.1261  0.3909  4.5830
O  -0.4303  -4.9122  -1.4014
P  -1.6217  -5.8102  -1.3036
N  -1.8066  -7.0175  -2.5185
C  -2.4011  -6.7190  -3.8079
C  -0.6678  -8.0057  -2.5787
N  -3.1131  -4.9163  -1.2068
C  -4.5525  -5.3999  -1.2110
C  -2.9326  -3.5804  -0.6041
N  -1.6929  -6.6606  0.2188
C  -0.9316  -6.0522  1.3607
C  -2.8090  -7.4714  0.7220
H  -2.2283  -7.5052  -4.5428
H  -1.9022  -5.8583  -4.2532
H  -3.4782  -6.6428  -3.6592
H  -0.8791  -8.8873  -3.1840
H  -0.5527  -8.5239  -1.6267
H  0.2182  -7.5138  -2.9802
H  -5.0203  -5.7730  -0.3000
H  -5.2068  -4.6259  -1.6123
H  -4.5452  -6.2054  -1.9453
H  -3.9144  -3.1382  -0.4352
H  -2.6763  -3.6788  0.4508
H  -2.2769  -2.8534  -1.0833
H  -0.5589  -6.8073  2.0529
H  -0.0122  -5.7030  0.8907
H  -1.5116  -5.2945  1.8876
H  -2.6021  -7.7759  1.7479
H  -2.9298  -8.2736  -0.0059
H  -3.5899  -6.7674  1.0095
O  -1.0659  4.9724  -0.9236
P  -1.4284  6.2663  -0.3259
N  -3.0074  6.6271  -0.7827
C  -3.8615  5.4062  -0.9191
C  -3.7182  7.7467  -0.2222
N  -0.4598  7.5717  -1.0616
C  0.8516  7.8833  -0.5162
C  -0.5126  7.5723  -2.5404
N  -1.4285  6.4047  1.3267
C  -1.4603  7.7325  1.9231
C  -1.9152  5.3059  2.1538
H  -4.6643  5.7272  -1.5828
H  -4.1708  5.0595  0.0670
H  -3.2685  4.6643  -1.4539
H  -4.6903  7.8959  -0.6921
H  -3.0550  8.5940  -0.3964
H  -3.8407  7.8064  0.8593
H  1.3013  8.6799  -1.1089
H  0.8364  8.1919  0.5291
H  1.4709  6.9864  -0.5263
H  0.3788  7.2634  -3.0864
H  -1.3916  6.9634  -2.7524
H  -0.8286  8.5447  -2.9181
H  -0.4988  7.7933  2.4328
H  -1.5073  8.3219  1.0074
H  -2.2948  7.9125  2.6008
H  -1.1701  5.1325  2.9303
H  -2.1415  4.3932  1.6026
H  -2.7933  5.4702  2.7783

Calculated values
**Spin multiplicity**: 1

# 2
Here is C17H20I2NO5Ti as an isolated structure in a non-equilibrium geometry from OMol25. Energies are from ωB97M-V with the def2-TZVPD basis set.

CARTESIAN COORDINATES (ANGSTROEM)
Ti  0.1591  0.4129  0.1309
C  2.7212  0.6608  1.6719
C  1.7101  -0.1840  2.4594
O  0.3333  0.2652  2.1223
C  -0.1611  1.4309  2.8833
C  -1.3080  2.0215  2.0856
O  -0.8573  2.0026  0.6797
C  -0.8796  3.1635  -0.2340
C  0.3494  3.0259  -1.1218
O  0.5123  1.5919  -1.4459
C  1.8509  1.2357  -1.9798
C  2.8548  1.1042  -0.8059
O  2.0690  1.1185  0.4343
H  3.5891  0.0517  1.4252
H  3.0436  1.5496  2.2085
H  1.8555  -0.0871  3.5330
H  1.7411  -1.2309  2.1799
H  0.6621  2.1362  2.9891
H  -0.4979  1.0914  3.8608
H  -1.5194  3.0433  2.3929
H  -2.2147  1.4241  2.1414
H  -0.8217  4.0791  0.3513
H  -1.8140  3.1338  -0.7882
H  1.2531  3.3540  -0.6126
H  0.2163  3.5769  -2.0507
H  2.1493  2.0011  -2.6910
H  1.7070  0.2961  -2.5014
H  3.5617  1.9291  -0.7709
H  3.3833  0.1552  -0.8702
I  2.7208  -3.9190  -0.3420
C  0.7375  -3.5204  -0.7165
C  -0.1528  -4.5499  -1.1188
C  -1.4800  -4.3037  -1.3766
I  -2.6866  -5.8582  -1.9786
C  -2.0034  -2.9736  -1.2251
C  -3.3276  -2.5666  -1.4587
C  -3.6976  -1.2459  -1.2708
C  -2.7589  -0.3285  -0.8355
N  -1.4817  -0.6660  -0.5952
C  -1.1122  -1.9787  -0.8121
C  0.2345  -2.2598  -0.5881
O  0.9330  -1.1200  -0.2242
H  0.2352  -5.5534  -1.2288
H  -4.0606  -3.2939  -1.7882
H  -4.7120  -0.9201  -1.4516
H  -3.0359  0.7045  -0.6661

Calculated values
**Spin multiplicity**: 1
**Charge**: +3
**ΔE to the lowest compared entry with this formula, charge and spin**: 45.3 kJ/mol

# 3
Here is one molecule with the formula C5H6O from OMol25. Energies are from ωB97M-V with the def2-TZVPD basis set.

CARTESIAN COORDINATES (ANGSTROEM)
C  0.9394  -1.3255  -0.9414
C  0.5729  -0.2681  0.0874
C  -0.9171  -0.0195  0.2082
O  -1.7713  -0.7933  -0.1621
C  -1.2116  1.2754  0.8285
C  -1.2449  2.3829  1.3025
H  2.0277  -1.4127  -1.0126
H  0.5523  -1.0550  -1.9286
H  0.5252  -2.3007  -0.6755
H  1.0545  0.6921  -0.1289
H  0.9180  -0.5518  1.0925
H  -1.2708  3.3665  1.7175

Calculated values
**Spin multiplicity**: 1
**SMILES**: C#CC(=O)CC
**ΔE to the lowest compared entry with this formula, charge and spin**: 167.1 kJ/mol

Orbital gap
In order: 3.889; 5.246; 10.721
Unit: eV